64
Properties=species:S:1:pos:R:3:forces:R:3 method="wB97M-V/def2-TZVPD" e_homo_ha=-0.4165 gap_ha=0.072 e_lumo_ev=-9.37 total_charge=+1 spin_multiplicity=1 de_lowest_kj_mol=2495.1
Zr -1.233 0.230 -0.545 -0.7 -0.6 -0.2
Cl -1.590 4.565 -1.378 0.0 -0.8 0.2
Cl -0.716 -3.666 -1.668 -0.2 1.2 0.3
Cl -5.216 -0.115 0.635 1.2 0.1 -0.4
C 3.045 2.546 -5.385 -0.1 -0.3 -0.6
C 2.475 1.120 -5.259 -1.2 0.6 3.3
O 1.787 0.751 -4.275 0.7 0.8 -1.2
N 2.729 0.285 -6.236 1.4 -0.7 -3.1
C 2.251 -1.068 -6.412 0.4 -0.7 1.2
H 2.543 3.278 -4.752 -0.2 -0.4 0.0
H 2.922 2.840 -6.427 -0.1 0.2 0.0
H 4.114 2.641 -5.198 0.0 -0.4 0.2
H 3.382 0.546 -6.961 -0.2 0.5 0.2
H 2.862 -1.693 -7.064 0.2 0.8 -0.6
H 1.223 -1.111 -6.771 0.0 -0.1 0.5
H 2.480 -1.569 -5.471 -1.1 -0.2 0.3
C 4.363 -0.223 3.055 0.5 -0.4 0.2
C 4.155 -0.569 1.610 -3.5 0.3 -2.3
O 3.033 -0.461 1.038 1.5 0.1 1.0
N 5.178 -1.083 0.915 1.7 -0.2 1.2
C 5.242 -1.573 -0.446 -0.9 0.2 -0.5
H 3.459 -0.242 3.664 -0.1 -0.4 -0.5
H 4.780 0.762 3.266 0.3 0.0 -0.5
H 5.056 -1.006 3.367 0.1 0.3 0.8
H 6.040 -1.141 1.439 0.0 -0.1 -0.2
H 5.227 -0.742 -1.151 0.1 0.0 -0.1
H 4.372 -2.183 -0.690 -0.1 0.0 0.2
H 6.121 -2.191 -0.628 0.1 0.2 0.4
C 0.268 -4.537 4.718 -0.4 0.1 0.1
C -1.000 -3.678 4.802 -0.1 0.3 -0.1
O -1.227 -2.766 3.989 0.1 -1.2 1.4
N -1.875 -4.096 5.789 0.1 1.0 -1.6
C -3.168 -3.439 6.018 0.6 -0.1 1.0
H -0.009 -5.256 3.946 0.4 -0.2 -0.1
H 0.526 -5.061 5.638 -0.4 -0.1 0.1
H 1.181 -4.012 4.439 -0.4 0.3 -0.3
H -1.655 -4.915 6.338 0.1 0.3 -0.2
H -3.342 -2.566 5.389 0.3 -0.5 -0.3
H -3.091 -3.052 7.034 -0.5 0.1 0.1
H -3.994 -4.150 5.984 0.0 0.1 -0.2
C -3.456 0.861 -6.902 0.0 -0.3 -0.5
C -3.953 -0.106 -5.858 0.2 -0.4 1.6
O -3.531 -0.038 -4.706 0.4 0.1 0.3
N -4.880 -1.044 -6.161 -0.3 -0.2 -1.2
C -5.443 -2.092 -5.286 1.0 0.1 0.1
H -3.801 0.560 -7.891 -0.2 0.5 -0.1
H -2.369 0.895 -6.972 0.0 -0.5 0.4
H -3.706 1.885 -6.621 -0.5 -0.1 -0.2
H -5.301 -0.924 -7.071 0.0 -0.3 0.1
H -6.370 -1.761 -4.817 0.2 -0.2 0.1
H -4.698 -2.425 -4.564 0.0 0.9 0.5
H -5.544 -3.061 -5.776 -0.6 0.4 -0.8
C -2.133 3.880 5.701 -1.1 0.7 0.3
C -0.952 3.905 4.761 0.3 -1.3 -0.8
O -0.913 3.060 3.859 0.2 0.7 0.2
N 0.027 4.848 4.879 -0.4 0.6 0.7
C 0.264 5.715 6.036 -0.5 -0.2 0.2
H -2.561 4.881 5.757 0.3 0.3 0.4
H -2.042 3.473 6.708 0.8 0.3 0.1
H -2.993 3.316 5.340 0.6 -0.3 -0.8
H 0.731 4.921 4.158 -0.3 -0.5 -0.1
H 0.817 5.183 6.810 0.3 0.1 -0.1
H -0.659 6.033 6.519 -0.2 -0.1 -0.3
H 0.770 6.634 5.741 0.2 -0.3 -0.1



12
Properties=species:S:1:pos:R:3:forces:R:3 method="wB97M-V/def2-TZVPD" e_homo_ha=-0.6027 gap_ha=0.393 e_lumo_ev=-5.70 total_charge=+1 spin_multiplicity=1 de_lowest_kj_mol=125.2
C 1.571 -1.823 -0.876 1.1 -0.4 -2.2
C -0.783 -0.192 -0.274 -0.1 0.6 -0.3
C 0.414 0.732 0.004 -0.8 0.7 0.2
C 0.943 -1.460 0.415 -0.6 0.6 1.7
O -0.404 -1.422 0.357 0.0 -0.5 0.2
O 1.480 -0.168 0.336 0.5 -0.3 0.6
O 2.088 -1.766 -1.863 -0.3 -0.5 0.3
H -1.711 0.142 0.192 0.2 -0.1 -0.1
H -0.948 -0.350 -1.345 0.0 -0.1 0.1
H 0.696 1.353 -0.848 0.0 -0.2 0.1
H 0.264 1.365 0.885 0.0 -0.1 -0.2
H 1.320 -2.067 1.252 0.0 0.1 -0.3



12
Properties=species:S:1:pos:R:3:forces:R:3 method="wB97M-V/def2-TZVPD" e_homo_ha=-0.3061 gap_ha=0.341 e_lumo_ev=0.95 total_charge=0 spin_multiplicity=1 smiles=O[C@H]1[C@H]2CO[C@@H]12 de_lowest_kj_mol=477.4
O -1.549 -1.251 0.098 0.2 -0.1 0.1
C -1.378 0.096 0.183 1.0 0.1 0.5
C 0.288 0.690 0.588 0.6 0.1 -0.2
C 1.213 -0.373 0.099 0.3 -0.1 0.0
O 0.524 -0.398 -1.180 0.0 0.0 -0.2
C -0.352 0.671 -0.735 0.0 0.4 -0.2
H -0.954 -1.550 -0.621 -0.2 -0.1 0.2
H -1.187 0.473 1.227 -1.6 0.2 0.0
H 0.483 1.555 1.220 -0.2 -0.4 0.0
H 2.245 -0.034 -0.024 0.0 -0.2 -0.1
H 1.180 -1.339 0.625 0.0 0.2 -0.2
H -0.527 1.451 -1.470 0.0 -0.1 0.0



9
Properties=species:S:1:pos:R:3:forces:R:3 method="wB97M-V/def2-TZVPD" e_homo_ha="-0.3115 / -0.3578" gap_ha="0.217 / 0.276" e_lumo_ev="-2.56 / -2.22" total_charge=0 spin_multiplicity=1 de_lowest_kj_mol=600.2
C -0.137 0.660 0.700 1.0 -0.5 0.1
C -0.423 -0.151 -0.445 -6.2 -0.3 -4.1
N 0.467 -1.962 -1.528 -0.8 -0.4 -1.2
O -1.493 -0.159 -1.212 5.5 0.4 3.8
O -0.882 1.611 1.082 -0.8 0.3 0.2
O 0.547 -1.102 -0.525 1.2 0.0 0.7
I -0.143 3.285 2.144 0.1 -0.1 -0.2
H 0.745 0.349 1.259 0.0 0.3 0.2
H 1.319 -2.531 -1.475 0.1 0.3 0.5



32
Properties=species:S:1:pos:R:3:forces:R:3 method="wB97M-V/def2-TZVPD" e_homo_ha="-0.5458 / -0.5474" gap_ha="0.227 / 0.229" e_lumo_ev="-8.67 / -8.67" total_charge=+2 s2=2.0024 spin_multiplicity=3
C 4.006 -3.412 -0.959 -0.2 -0.2 0.6
C 4.027 -1.979 -0.956 2.3 5.3 -2.6
H 5.011 -3.818 -1.208 -0.2 0.6 0.1
H 3.291 -3.736 -1.730 -0.1 0.0 0.3
H 3.730 -3.735 0.055 -0.2 -0.2 -0.2
O 4.232 -0.856 -1.199 -1.6 -5.7 1.9
I 1.774 -0.535 3.273 0.4 0.0 -0.2
Tm 0.224 -0.708 0.959 -1.3 -1.0 0.4
P -0.797 0.234 -1.533 -0.5 0.3 -1.0
C -0.879 1.994 -2.008 0.1 0.1 0.1
C 0.221 -0.449 -2.900 0.0 -0.3 0.0
H -2.733 -1.231 -1.411 -0.1 0.4 -0.3
H -2.741 -0.276 -2.946 0.1 0.1 0.5
H -3.191 0.513 -1.385 0.2 -0.3 -0.1
C -2.546 -0.241 -1.860 0.3 -0.5 0.2
H 0.438 -1.510 -2.701 -0.2 0.3 -0.2
H -0.304 -0.357 -3.866 0.3 0.0 0.4
H -1.238 2.098 -3.045 0.1 0.0 0.4
H 0.111 2.455 -1.913 -0.3 0.1 -0.1
H 1.174 0.106 -2.942 -0.3 -0.1 -0.1
H -1.587 2.494 -1.333 0.2 0.0 -0.2
C 0.629 1.680 0.721 0.8 5.4 0.8
O 0.716 2.834 0.803 -0.4 -4.6 -0.5
Cl -0.232 -2.899 -0.128 0.5 0.4 0.1
N -1.557 2.436 3.194 0.0 -0.5 0.1
C -1.726 1.133 3.459 0.3 0.2 0.6
N -1.715 0.746 4.737 0.0 -0.2 -0.8
S -2.039 -0.035 2.190 0.2 0.5 0.1
H -1.413 3.119 3.933 0.0 -0.2 -0.2
H -1.515 2.768 2.242 -0.3 -0.1 0.2
H -1.729 -0.245 4.965 -0.1 0.4 -0.1
H -1.639 1.413 5.492 0.0 -0.1 0.0



27
Properties=species:S:1:pos:R:3:forces:R:3 method="wB97M-V/def2-TZVPD" e_homo_ha=-0.4506 gap_ha=0.349 e_lumo_ev=-2.77 total_charge=+1 spin_multiplicity=1 de_lowest_kj_mol=196.7
C -1.996 0.796 1.240 -0.3 -0.3 -0.3
C -2.344 0.714 -0.274 -0.1 -0.1 0.0
C -1.641 -0.438 -0.948 -1.3 -0.2 -0.3
C -0.585 -0.332 -1.741 1.3 0.1 1.0
N 0.274 -1.404 -2.095 -1.1 0.4 -0.9
C 0.187 -1.863 -3.268 1.2 -1.3 -0.2
N -0.681 0.168 1.604 0.0 0.9 0.0
H -2.001 1.811 1.636 0.0 -0.1 -0.1
H -2.807 0.234 1.718 0.6 0.1 0.4
H -3.419 0.500 -0.220 0.2 0.2 -0.6
H -2.209 1.639 -0.842 0.2 0.0 0.4
H -2.171 -1.389 -0.850 0.6 -0.1 0.2
H -0.082 0.623 -1.893 -0.3 0.1 0.0
H -0.456 -1.623 -4.099 -0.8 0.8 0.1
H 0.877 -2.659 -3.557 0.1 0.0 0.3
H -0.483 -0.675 1.067 -0.2 -0.2 -0.1
H -0.583 0.002 2.601 -0.1 -0.4 0.0
H 0.155 0.757 1.401 -0.5 -0.3 -0.5
H 3.567 -1.398 -0.940 0.0 -0.4 0.1
H 3.446 -0.160 -1.804 0.1 -0.1 0.0
O 3.356 -0.469 -0.896 0.1 0.6 -0.3
H 1.774 1.797 0.911 0.5 0.6 0.3
H 2.246 0.842 -0.164 1.3 -1.0 -0.7
O 1.477 1.151 0.279 -1.6 0.7 0.6
H 2.020 0.004 3.572 0.5 -0.1 0.5
H 0.879 0.927 4.164 0.6 -0.1 0.3
O 1.199 0.445 3.396 -0.8 0.4 -0.4



The records above yield calculated total energy values of -2669.4153 -380.7801 -306.3245 -655.3749 -3118.5066 -535.6652 a.u., respectively.
The records above yield max |F| values of 4.19 2.48 1.66 7.41 6.35 1.90 eV/Å, respectively.